A 7-piece molecular cluster, C27H54N5O10S overall in a non-equilibrium geometry. Source: the Open Molecules 2025 dataset; level of theory: ωB97M-V/def2-TZVPD.

## Properties
gap between HOMO and LUMO = 5.38 eV
electronic energy = -67620.5118 eV
M = 640.8 g/mol
total charge = +1
HOMO = -10.59 eV

Last columns: bonded neighbours and bond lengths (Å).
Geometry (Å):
1 C -2.02 1.46 -1.82  S2 1.770, H14 1.087, H15 1.090, H16 1.086
2 S -0.55 1.67 -2.78  C1 1.770, O3 1.427, O4 1.424, C5 1.815
3 O 0.08 0.42 -3.04  S2 1.427
4 O -0.81 2.55 -3.87  S2 1.424
5 C 0.50 2.64 -1.66  S2 1.815, N6 1.318, N10 1.330
6 N 0.04 3.75 -1.12  C5 1.318, C7 1.352
7 C 1.05 4.21 -0.35  N6 1.352, N8 1.334, N9 1.345
8 N 0.99 5.33 0.37  C7 1.334, H17 1.008, H18 1.008
9 N 2.11 3.39 -0.45  C7 1.345, N10 1.364, H19 1.012
10 N 1.74 2.37 -1.27  C5 1.330, N9 1.364, O11 1.329
11 O 2.52 1.34 -1.58  N10 1.329, N12 1.658
12 N 2.55 0.23 -0.35  O11 1.658, O13 1.123
13 O 1.51 -0.10 -0.09  N12 1.123
14 H -2.62 2.36 -1.97  C1 1.087
15 H -1.74 1.40 -0.77  C1 1.090
16 H -2.51 0.56 -2.16  C1 1.086
17 H 1.26 5.39 1.34  N8 1.008
18 H 0.59 6.15 -0.06  N8 1.008
19 H 3.02 3.49 -0.03  N9 1.012
20 C 1.66 -2.86 -4.65  C21 1.526, C24 1.522, H25 1.088, H26 1.093
21 C 2.33 -1.94 -3.63  C20 1.526, C22 1.522, H27 1.093, H28 1.087
22 C 2.06 -2.68 -2.33  C21 1.522, O23 1.424, H29 1.099, H30 1.094
23 O 2.02 -4.07 -2.65  C22 1.424, C24 1.434
24 C 1.96 -4.23 -4.07  C20 1.522, O23 1.434, H31 1.094, H32 1.089
25 H 2.03 -2.74 -5.66  C20 1.088
26 H 0.58 -2.68 -4.66  C20 1.093
27 H 3.41 -1.90 -3.82  C21 1.093
28 H 1.94 -0.93 -3.62  C21 1.087
29 H 1.09 -2.39 -1.90  C22 1.099
30 H 2.83 -2.52 -1.57  C22 1.094
31 H 2.94 -4.60 -4.41  C24 1.094
32 H 1.21 -4.98 -4.32  C24 1.089
33 C 0.22 2.23 4.98  C34 1.527, C37 1.519, H38 1.088, H39 1.093
34 C 1.35 3.24 5.17  C33 1.527, C35 1.521, H40 1.091, H41 1.089
35 C 1.34 3.96 3.83  C34 1.521, O36 1.428, H42 1.103, H43 1.093
36 O -0.01 3.94 3.36  C35 1.428, C37 1.439
37 C -0.78 3.03 4.17  C33 1.519, O36 1.439, H44 1.093, H45 1.090
38 H -0.20 1.86 5.92  C33 1.088
39 H 0.58 1.37 4.41  C33 1.093
40 H 1.10 3.94 5.97  C34 1.091
41 H 2.31 2.79 5.40  C34 1.089
42 H 1.97 3.44 3.09  C35 1.103
43 H 1.67 5.00 3.90  C35 1.093
44 H -1.45 3.61 4.81  C37 1.093
45 H -1.39 2.40 3.51  C37 1.090
46 C -1.19 -6.03 -5.38  C47 1.527, C50 1.523, H51 1.090, H52 1.093
47 C -1.04 -5.54 -6.82  C46 1.527, C48 1.524, H53 1.092, H54 1.090
48 C -1.53 -6.75 -7.61  C47 1.524, O49 1.428, H55 1.095, H56 1.090
49 O -2.52 -7.38 -6.80  C48 1.428, C50 1.426
50 C -2.48 -6.85 -5.47  C46 1.523, O49 1.426, H57 1.096, H58 1.090
51 H -1.25 -5.23 -4.65  C46 1.090
52 H -0.35 -6.68 -5.12  C46 1.093
53 H -1.68 -4.68 -7.00  C47 1.092
54 H -0.02 -5.26 -7.08  C47 1.090
55 H -0.72 -7.46 -7.80  C48 1.095
56 H -1.98 -6.48 -8.57  C48 1.090
57 H -3.36 -6.21 -5.32  C50 1.096
58 H -2.51 -7.67 -4.76  C50 1.090
59 C -3.42 8.92 0.62  C60 1.527, C63 1.523, H64 1.088, H65 1.092
60 C -3.29 7.73 -0.32  C59 1.527, C61 1.522, H66 1.092, H67 1.089
61 C -1.94 7.16 0.09  C60 1.522, O62 1.423, H68 1.101, H69 1.093
62 O -1.78 7.44 1.47  C61 1.423, C63 1.435
63 C -2.78 8.37 1.89  C59 1.523, O62 1.435, H70 1.094, H71 1.089
64 H -4.44 9.25 0.77  C59 1.088
65 H -2.83 9.76 0.24  C59 1.092
66 H -4.08 7.00 -0.12  C60 1.092
67 H -3.33 7.99 -1.38  C60 1.089
68 H -1.12 7.65 -0.46  C61 1.101
69 H -1.87 6.08 -0.06  C61 1.093
70 H -3.52 7.84 2.51  C63 1.094
71 H -2.32 9.15 2.50  C63 1.089
72 C -2.98 1.19 9.19  C73 1.527, C76 1.522, H77 1.088, H78 1.092
73 C -4.02 2.11 8.56  C72 1.527, C74 1.522, H79 1.092, H80 1.088
74 C -3.35 2.48 7.24  C73 1.522, O75 1.432, H81 1.096, H82 1.091
75 O -2.55 1.36 6.87  C74 1.432, C76 1.433
76 C -2.45 0.45 7.97  C72 1.522, O75 1.433, H83 1.094, H84 1.091
77 H -3.39 0.52 9.94  C72 1.088
78 H -2.19 1.78 9.65  C72 1.092
79 H -4.94 1.56 8.36  C73 1.092
80 H -4.27 2.98 9.17  C73 1.088
81 H -2.70 3.36 7.37  C74 1.096
82 H -4.06 2.70 6.45  C74 1.091
83 H -3.06 -0.43 7.74  C76 1.094
84 H -1.41 0.13 8.08  C76 1.091
85 C 4.61 -7.28 -0.58  C86 1.527, C89 1.524, H90 1.089, H91 1.093
86 C 3.55 -6.73 -1.53  C85 1.527, C87 1.520, H92 1.093, H93 1.086
87 C 4.34 -6.56 -2.82  C86 1.520, O88 1.427, H94 1.097, H95 1.091
88 O 5.35 -7.57 -2.81  C87 1.427, C89 1.430
89 C 5.42 -8.17 -1.52  C85 1.524, O88 1.430, H96 1.095, H97 1.090
90 H 4.21 -7.82 0.27  C85 1.089
91 H 5.23 -6.46 -0.21  C85 1.093
92 H 2.76 -7.47 -1.67  C86 1.093
93 H 3.09 -5.81 -1.20  C86 1.086
94 H 4.83 -5.58 -2.86  C87 1.097
95 H 3.72 -6.68 -3.71  C87 1.091
96 H 5.00 -9.18 -1.57  C89 1.095
97 H 6.47 -8.26 -1.22  C89 1.090

---

An isolated ion of composition C3H8O2P and charge -1 in a non-equilibrium geometry. Source: the Open Molecules 2025 dataset; level of theory: ωB97M-V/def2-TZVPD.

## Properties
gap between HOMO and LUMO = 6.67 eV
electronic energy = -16625.1675 eV
M = 107.1 g/mol
total charge = -1
HOMO = -2.57 eV

Last columns: bonded neighbours and bond lengths (Å).
Geometry (Å):
1 C 0.79 -1.48 -1.92  P6 1.676, H7 1.148, H8 1.084
2 C -0.53 1.22 1.11  C3 1.537, H9 1.163, H10 1.061, H11 1.078
3 C 0.53 0.15 0.78  C2 1.537, P6 2.003, H12 1.048, H13 1.114
4 O -0.82 -2.23 0.29  P6 1.530
5 O -1.38 -0.29 -1.30  P6 1.666, H14 0.944
6 P -0.16 -1.15 -0.57  C1 1.676, C3 2.003, O4 1.530, O5 1.666
7 H 1.66 -2.22 -1.84  C1 1.148
8 H 0.80 -0.64 -2.61  C1 1.084
9 H -1.13 1.58 0.18  C2 1.163
10 H -1.41 0.81 1.55  C2 1.061
11 H -0.03 2.04 1.60  C2 1.078
12 H 0.61 -0.57 1.54  C3 1.048
13 H 1.49 0.65 0.49  C3 1.114
14 H -0.83 0.20 -1.91  O5 0.944

---

A 2-piece molecular cluster, C5H10O overall. Source: the Open Molecules 2025 dataset; level of theory: ωB97M-V/def2-TZVPD.

## Properties
gap between HOMO and LUMO = 10.27 eV
electronic energy = -7393.1278 eV
M = 86.1 g/mol
total charge = 0
HOMO = -9.26 eV

Last columns: bonded neighbours and bond lengths (Å).
Geometry (Å):
1 O -0.36 0.38 1.81  C2 1.420, H7 0.965
2 C 0.72 -0.06 1.01  O1 1.420, C3 1.546, C6 1.539, H8 1.100
3 C 0.95 0.88 -0.20  C2 1.546, C4 1.508, H9 1.098, H10 1.099
4 C 0.16 0.23 -1.31  C3 1.508, C5 1.331, H12 1.087
5 C -0.18 -1.02 -0.99  C4 1.331, C6 1.509, H14 1.086
6 C 0.29 -1.40 0.39  C2 1.539, C5 1.509, H15 1.096, H16 1.098
7 H -0.13 1.25 2.17  O1 0.965
8 H 1.63 -0.16 1.62  C2 1.100
9 H 0.61 1.90 0.03  C3 1.098
10 H 2.01 0.95 -0.46  C3 1.099
11 H -3.10 1.14 -0.90  H13 0.743
12 H -0.06 0.73 -2.25  C4 1.087
13 H -2.47 0.84 -0.63  H11 0.743
14 H -0.73 -1.70 -1.64  C5 1.086
15 H -0.49 -1.86 1.01  C6 1.096
16 H 1.13 -2.11 0.34  C6 1.098